Record 1
This record from OMol25 describes a structure of composition C44H49MnN4O2SSbTe at a distorted geometry. The level of theory is ωB97M-V/def2-TZVPD.

Summary:
Charge ... +4
LUMO level (alpha / beta) ... -10.81 / -12.08 eV
2S+1 ... 4
Frontier orbital gap (alpha / beta) ... 6.66 / 5.57 eV

Structure (XYZ):
```
103
C44H49MnN4O2SSbTe | OMol25 | ωB97M-V/def2-TZVPD
Mn 0.81006 0.21407 1.71036
C 5.44247 2.90290 6.40905
C 4.50189 2.61593 5.29585
C 3.86989 3.64069 4.60285
C 2.91976 3.41653 3.58735
C 2.32355 4.54761 2.98696
N 1.36910 4.53532 2.10226
C 0.70219 5.71698 1.59143
C 0.34451 5.61488 0.09452
C -1.15107 5.83172 -0.19085
N -1.96921 4.79714 0.42476
C -1.88377 3.50950 0.25104
C -1.17732 2.81300 -0.77743
C -1.27573 3.18699 -2.12650
C -0.69411 2.43835 -3.14055
C -0.88093 2.77781 -4.57479
C 0.12351 1.37011 -2.77492
C 0.31904 0.99009 -1.44778
C 1.26745 -0.04041 -1.12699
N 1.65583 -0.39999 0.05997
C 2.65116 -1.46827 0.14001
C 2.10311 -2.59338 1.02373
C 2.20804 -2.26896 2.52503
N 2.11352 -0.83243 2.78756
C 3.00943 -0.36168 3.59842
C 3.25889 1.00842 3.93053
C 4.20172 1.30518 4.91970
C 2.57361 2.06003 3.24076
O 1.68535 1.79649 2.34785
C -0.42391 1.64698 -0.41020
O -0.34241 1.26278 0.80938
H 5.74810 3.94630 6.41444
H 6.32396 2.26606 6.35953
H 4.95757 2.69204 7.36536
H 4.11437 4.66071 4.85706
H 2.69041 5.51820 3.30662
H 1.03875 3.61665 1.79893
H 1.35057 6.57913 1.76619
H -0.20637 5.87589 2.18353
H 0.65376 4.64517 -0.30167
H 0.88484 6.37944 -0.46478
H -1.31023 5.86800 -1.27002
H -1.46632 6.79126 0.21938
H -2.62109 5.13164 1.12905
H -2.39087 2.89179 0.98759
H -1.90918 4.01549 -2.39390
H -1.81710 3.30048 -4.74786
H -0.85801 1.88233 -5.18804
H -0.06733 3.42321 -4.91062
H 0.63840 0.82533 -3.55272
H 1.79252 -0.45651 -1.98992
H 3.57898 -1.06558 0.56404
H 2.86659 -1.85609 -0.86178
H 2.66261 -3.50835 0.83759
H 1.05945 -2.76345 0.73708
H 3.16023 -2.65296 2.90676
H 1.40357 -2.78893 3.06298
H 3.68654 -1.06222 4.08692
H 4.70336 0.48633 5.41982
S -1.01490 -1.53900 1.70553
Sb -0.90552 -2.20235 -1.94435
C -2.16342 -0.92560 -3.16888
C -2.02572 -0.90134 -4.54720
C -2.89294 -0.11691 -5.29692
C -3.87744 0.63247 -4.67131
C -3.99689 0.60570 -3.28978
C -3.12786 -0.15946 -2.53246
C 0.53726 -3.19915 -3.25494
C 1.37499 -2.42405 -4.04349
C 2.32448 -3.04011 -4.84353
C 2.45167 -4.42062 -4.82254
C 1.59747 -5.18657 -4.04475
C 0.64240 -4.57850 -3.24299
C -2.24759 -3.68534 -1.11044
C -3.60686 -3.60209 -1.36453
C -4.44017 -4.60108 -0.88837
C -3.92171 -5.65409 -0.15207
C -2.56199 -5.70816 0.12194
C -1.71944 -4.71328 -0.34500
H -1.27731 -1.50154 -5.04637
H -2.79853 -0.09871 -6.37118
H -4.55318 1.23411 -5.26051
H -4.77627 1.17093 -2.80492
H -3.20273 -0.16736 -1.45188
H 1.28270 -1.34535 -4.06043
H 2.96593 -2.44116 -5.47078
H 3.22244 -4.89610 -5.40776
H 1.67741 -6.26208 -4.05350
H -0.02010 -5.18572 -2.64454
H -4.01633 -2.78910 -1.94826
H -5.49753 -4.55474 -1.10308
H -4.57726 -6.43375 0.20535
H -2.15484 -6.53116 0.69009
H -0.65909 -4.75325 -0.12554
C -1.93806 -4.17055 3.57360
Te -1.89980 -2.03461 3.81917
C -3.92597 -1.76872 3.17357
H -2.61698 -4.41773 2.75902
H -2.28979 -4.60502 4.50556
H -0.93390 -4.53567 3.36196
H -4.59405 -2.17247 3.92869
H -4.05015 -2.29299 2.22559
H -4.11617 -0.70347 3.05132
```

Record 2
This record from OMol25 describes the molecule C4H8O3. The level of theory is ωB97M-V/def2-TZVPD.

Summary:
Energy relative to the best compared isomer or geometry (same formula, charge and spin) ... 364.42 kJ/mol
LUMO level ... -0.30 eV
Frontier orbital gap ... 8.74 eV

Structure (XYZ):
```
15
C4H8O3 | OMol25 | ωB97M-V/def2-TZVPD
C 1.52857 -1.06469 -0.46091
C 0.76858 0.20736 -0.37058
O -1.06691 -0.41191 -1.09935
C 0.12423 0.62890 0.81192
O -0.14953 1.97583 0.90369
C -1.39597 -0.13764 0.35168
O -2.31990 0.67778 0.53356
H 1.46239 -1.50216 -1.45816
H 2.58597 -0.84620 -0.25329
H 1.18649 -1.78594 0.28564
H 0.90066 0.93752 -1.16565
H -1.55160 0.29716 -1.55431
H 0.46095 0.15331 1.73977
H -1.13613 2.00712 0.91517
H -1.39780 -1.13645 0.82082
```

Record 3
This record from OMol25 describes a structure of composition C6H10N2 at a distorted geometry. The level of theory is ωB97M-V/def2-TZVPD.

Summary:
Energy relative to the best compared isomer or geometry (same formula, charge and spin) ... 470.25 kJ/mol
LUMO level ... 0.99 eV
Frontier orbital gap ... 9.38 eV

Structure (XYZ):
```
18
C6H10N2 | OMol25 | ωB97M-V/def2-TZVPD
C 0.38085 0.54883 -0.24675
C 1.70132 0.06967 -0.64243
C 0.00601 -0.90228 -0.18044
C -1.42697 -1.02428 0.46895
C -1.92340 0.13953 -0.21349
C -1.04958 1.00332 -0.72287
H -0.12111 1.82404 1.30860
H 1.47168 1.80715 1.08073
H 1.59674 -0.06683 -1.84123
H 2.62957 0.54267 -0.30539
H 1.61266 -1.01775 1.09841
H -0.17514 -1.29667 -1.24855
H -2.00508 -2.00383 0.63888
H -1.34281 -0.70571 1.59257
H -3.06056 0.35399 -0.30026
H -1.10528 2.09282 -1.02961
N 0.63920 1.09316 1.07374
N 1.41365 -1.17009 0.10170
```

Record 4
This record from OMol25 describes a structure of composition C13H23N3OS at a distorted geometry. The level of theory is ωB97M-V/def2-TZVPD.

Summary:
Energy relative to the best compared isomer or geometry (same formula, charge and spin) ... 1320.43 kJ/mol
LUMO level ... 0.56 eV
Frontier orbital gap ... 7.92 eV

Structure (XYZ):
```
41
C13H23N3OS | OMol25 | ωB97M-V/def2-TZVPD
C 1.15667 0.77693 -2.51711
C 1.27210 -0.54566 -2.47930
C 1.53158 -1.20115 -1.22990
N 1.45929 -0.49726 -0.05658
C 0.39156 -0.02004 0.46419
N 0.74069 0.75529 1.67916
N 2.05108 0.54915 1.80768
C 2.54038 -0.10442 0.50982
S 4.03625 -0.57808 0.18357
H 2.75329 1.06625 2.33350
C -1.11992 0.19737 0.23917
H -1.20251 -0.01594 -0.96862
C -1.58386 -1.46833 0.75855
H -0.81769 -1.97520 0.92708
H -1.88675 -1.09274 1.77907
C -2.91388 -1.89045 0.29631
C -2.45815 -2.74057 -1.07966
H -3.43337 -3.01245 -1.52721
H -1.90052 -1.79518 -1.89226
H -1.86360 -3.37152 -0.80772
O -3.48596 -2.74961 1.00606
H -4.29074 -3.10639 0.82561
H -3.55248 -0.92499 0.00225
C -1.93220 1.27766 0.82173
H -2.93502 1.18532 0.29194
C -1.44597 2.51983 -0.15098
C -2.13232 3.52509 0.55389
H -3.18820 3.77327 0.57285
H -1.83833 3.76602 1.68007
H -1.87183 4.58369 0.08573
C -2.01760 2.53103 -1.63262
H -1.58593 1.58202 -2.25365
H -3.07510 2.30844 -1.58085
H -1.82848 3.21913 -2.12880
H -0.47460 2.55373 -0.14399
H -1.62585 1.60706 1.74227
H 2.38817 -1.76095 -1.43754
H 0.61895 -2.05799 -0.81217
H 0.94460 -1.13293 -3.31654
H 0.82119 1.37918 -3.45746
H 1.35345 1.36062 -1.60722
```

What molecular weight values result from the calculations? In sequence: 1002.27, 104.10, 110.16, 269.41 g mol⁻¹.